# 1
A cluster of 2 separate species, C2H4O4 in total at a distorted geometry, computed with ωB97M-V/def2-TZVPD.

Element x y z (Å)
O: 0.45 0.86 -2.44
C: 1.28 0.73 -1.59
O: 1.28 -0.21 -0.60
H: 2.30 1.26 -1.71
H: 0.39 -0.65 -0.58
O: -1.81 -0.45 2.63
C: -1.02 -0.18 1.71
O: -1.10 -0.50 0.39
H: -0.05 0.32 1.95
H: -1.73 -1.19 0.23

HOMO energy = -10.82 eV
Energy = -379.56535 Eh

# 2
A structure of composition C48H61ClN5NaO5 at a distorted geometry, computed with ωB97M-V/def2-TZVPD.

Element x y z (Å)
Na: 0.10 -1.65 -0.80
C: 6.27 -0.46 3.68
C: 4.91 0.25 3.64
C: 5.14 1.68 3.17
C: 4.33 0.29 5.07
C: 3.94 -0.51 2.73
C: 3.22 0.11 1.74
C: 2.33 -0.62 0.89
N: 1.57 -0.10 -0.09
C: 1.19 1.22 -0.23
C: 1.13 2.16 0.82
C: 0.73 3.47 0.62
C: 0.42 3.85 -0.68
C: 0.41 2.97 -1.76
C: 0.72 1.58 -1.56
O: 0.62 0.69 -2.48
C: 0.08 3.48 -3.18
C: 1.29 3.22 -4.09
C: -1.15 2.77 -3.74
C: -0.21 4.99 -3.20
C: 0.65 4.43 1.82
C: 0.26 5.85 1.40
C: -0.39 3.92 2.82
C: 2.02 4.50 2.51
C: 2.28 -2.08 0.98
O: 1.63 -2.74 0.12
C: 2.99 -2.69 2.09
C: 3.75 -1.90 2.92
C: 2.88 -4.21 2.31
C: 1.41 -4.57 2.58
C: 3.72 -4.67 3.51
C: 3.38 -4.97 1.07
H: 6.99 0.13 4.26
H: 6.66 -0.58 2.66
H: 6.20 -1.45 4.13
H: 5.87 2.17 3.83
H: 4.22 2.27 3.19
H: 5.54 1.70 2.15
H: 5.04 0.77 5.76
H: 4.11 -0.71 5.43
H: 3.40 0.87 5.08
H: 3.35 1.16 1.52
H: 1.34 1.79 1.82
H: 0.14 4.89 -0.86
H: 1.51 2.16 -4.12
H: 2.17 3.75 -3.70
H: 1.09 3.58 -5.11
H: -0.98 1.70 -3.81
H: -1.40 3.15 -4.75
H: -2.02 2.94 -3.09
H: 0.65 5.57 -2.85
H: -1.08 5.23 -2.59
H: -0.43 5.29 -4.23
H: -0.72 5.86 0.92
H: 0.99 6.28 0.71
H: 0.22 6.49 2.29
H: -1.38 3.91 2.35
H: -0.44 4.57 3.71
H: -0.17 2.91 3.15
H: 2.79 4.82 1.80
H: 2.31 3.52 2.91
H: 2.00 5.22 3.35
H: 4.28 -2.36 3.74
H: 1.03 -4.00 3.44
H: 1.32 -5.64 2.81
H: 0.80 -4.36 1.71
H: 3.38 -4.21 4.44
H: 4.78 -4.43 3.37
H: 3.63 -5.76 3.61
H: 2.78 -4.71 0.21
H: 3.30 -6.06 1.24
H: 4.43 -4.73 0.87
C: -3.25 -5.80 -3.08
C: -2.35 -4.90 -3.64
C: -2.41 -3.55 -3.34
C: -3.36 -3.06 -2.43
C: -4.29 -3.97 -1.90
C: -4.22 -5.31 -2.22
N: -3.38 -1.71 -2.03
N: -4.16 -1.40 -1.03
C: -3.87 -0.44 -0.10
C: -4.86 -0.24 0.88
C: -4.66 0.68 1.88
C: -3.47 1.41 1.91
C: -2.55 1.16 0.91
N: -2.73 0.27 -0.06
H: -3.18 -6.86 -3.29
H: -1.57 -5.25 -4.29
H: -1.68 -2.89 -3.79
H: -5.02 -3.60 -1.21
H: -4.94 -5.99 -1.77
H: -5.77 -0.83 0.82
H: -5.41 0.83 2.65
H: -3.27 2.13 2.70
H: -1.60 1.71 0.88
N: -1.16 -1.75 2.47
C: -1.98 -2.92 2.10
C: -1.68 -3.55 0.72
O: -1.75 -4.79 0.64
O: -1.40 -2.72 -0.20
H: -1.32 -1.04 1.77
H: -0.18 -2.00 2.37
H: -3.03 -2.62 2.11
H: -1.84 -3.69 2.86
O: 0.48 -1.13 -4.45
H: 0.59 -0.34 -3.86
H: 0.73 -1.86 -3.87
Cl: -6.01 3.00 -6.04
C: -5.03 1.93 -5.07
C: -4.93 2.14 -3.70
C: -4.14 1.30 -2.94
C: -3.44 0.24 -3.53
C: -2.56 -0.69 -2.71
C: -3.56 0.06 -4.90
C: -4.34 0.90 -5.68
H: -5.45 2.97 -3.24
H: -4.03 1.49 -1.88
H: -1.85 -1.17 -3.38
H: -2.02 -0.13 -1.95
H: -3.01 -0.75 -5.37
H: -4.41 0.76 -6.75

HOMO energy (spin up / spin down) = -0.94 / -1.57 eV
Energy = -3138.27008 Eh
Net charge = -2

# 3
A structure of composition C3H8NO2 at a distorted geometry, computed with ωB97M-V/def2-TZVPD.

Element x y z (Å)
C: 0.12 -1.39 1.75
C: -0.63 1.38 -1.90
C: 0.79 -0.82 0.57
N: -1.09 0.99 -0.57
O: -0.19 1.33 0.37
O: 0.39 -1.00 -0.65
H: -0.97 -1.14 1.74
H: -0.04 -2.42 1.66
H: 0.52 -1.01 2.65
H: -1.32 0.79 -2.51
H: -0.57 2.48 -2.21
H: 0.43 0.91 -2.13
H: 1.92 -0.66 0.69
H: 0.64 0.57 0.52

HOMO energy (spin up / spin down) = -2.61 / -1.95 eV
Energy = -324.17726 Eh
Net charge = -1

# 4
An isolated molecule of CH4N2O2S at a distorted geometry, computed with ωB97M-V/def2-TZVPD.

Element x y z (Å)
C: -1.31 0.16 0.33
N: 0.40 -0.06 -1.24
N: -0.30 -0.75 -0.13
O: 2.72 -1.11 0.14
O: 1.22 1.22 1.05
S: 1.14 0.01 0.27
H: -2.21 0.13 -0.23
H: -1.58 -0.03 1.35
H: -0.86 1.11 0.37
H: 0.78 -0.68 -1.93

HOMO energy (spin up / spin down) = -10.50 / -10.50 eV
Energy = -698.43762 Eh

# 5
A cluster of 8 separate species, H16O8 in total, computed with ωB97M-V/def2-TZVPD.

Element x y z (Å)
O: 0.28 2.11 -3.04
H: 1.16 2.42 -3.28
H: 0.44 1.45 -2.36
O: 0.06 -2.75 1.47
H: 0.31 -3.67 1.49
H: 0.79 -2.31 1.05
O: -1.45 -1.88 -2.90
H: -1.13 -1.12 -2.42
H: -0.68 -2.44 -3.02
O: 0.41 0.43 -0.98
H: -0.03 0.62 -0.15
H: 0.90 -0.37 -0.81
O: 2.27 -1.40 0.40
H: 2.84 -2.16 0.44
H: 2.73 -0.78 -0.17
O: 1.10 2.16 2.45
H: 0.71 2.25 3.32
H: 0.58 1.49 2.01
O: -0.69 0.05 1.45
H: -1.53 0.41 1.18
H: -0.87 -0.88 1.59
O: -2.77 1.75 0.65
H: -3.03 2.16 1.48
H: -2.37 2.46 0.15

HOMO energy = -10.57 eV
Energy = -611.51359 Eh

# 6
An isolated molecule of C6H11N at a distorted geometry, computed with ωB97M-V/def2-TZVPD.

Element x y z (Å)
C: 2.06 -0.45 0.89
N: 0.70 0.75 -1.43
C: 0.02 0.16 -0.36
C: 0.56 -0.40 0.74
C: -0.23 -1.14 1.80
C: -2.12 1.04 -1.30
C: -1.45 0.20 -0.51
H: 2.55 0.19 0.16
H: 2.50 -1.45 0.82
H: 2.29 -0.04 1.88
H: 0.16 0.63 -2.25
H: 1.69 0.75 -1.57
H: 0.35 -1.31 2.71
H: -1.13 -0.55 2.02
H: -0.56 -2.13 1.47
H: -3.20 0.96 -1.35
H: -1.64 1.86 -1.82
H: -2.04 -0.54 0.02

HOMO energy = -7.55 eV
Energy = -289.93051 Eh

# 7
A structure of composition C8H12S4SbSe4Tc at a distorted geometry, computed with ωB97M-V/def2-TZVPD.

Element x y z (Å)
Tc: 0.95 0.84 -0.60
C: 1.12 -1.65 3.22
C: 1.33 -1.15 1.81
S: 1.21 0.55 1.57
C: 1.67 -1.95 0.76
C: 1.81 -3.44 0.86
S: 2.03 -1.28 -0.78
H: 0.64 -0.89 3.83
H: 2.06 -1.93 3.69
H: 0.47 -2.53 3.22
H: 1.82 -3.79 1.89
H: 2.73 -3.77 0.38
H: 0.98 -3.93 0.35
C: -3.68 1.97 -1.19
C: -2.38 1.23 -1.00
S: -0.95 2.18 -0.96
C: -2.27 -0.11 -0.92
C: -3.42 -1.07 -1.03
S: -0.73 -0.81 -0.69
H: -3.50 3.04 -1.29
H: -4.35 1.82 -0.34
H: -4.19 1.64 -2.09
H: -4.37 -0.55 -0.95
H: -3.38 -1.83 -0.24
H: -3.39 -1.60 -1.99
Se: 3.66 4.83 -3.95
Sb: 3.90 4.27 -1.72
Se: 3.26 1.58 -1.32
Se: 1.69 3.28 -0.45
Se: 5.30 5.07 -0.06

HOMO energy (spin up / spin down) = -7.68 / -7.67 eV
Energy = -11831.57733 Eh

# 8
A structure of composition C12H36AlBIN2O10P2 at a distorted geometry, computed with ωB97M-V/def2-TZVPD.

Element x y z (Å)
O: -2.13 0.43 -3.72
B: -1.59 -0.17 -2.59
O: -2.33 -1.25 -2.08
O: -0.47 0.33 -1.98
Al: 0.73 -0.53 -1.03
P: 2.57 -0.89 -2.52
O: 3.83 -1.32 -1.51
O: 3.03 0.62 -3.05
P: 1.42 0.69 0.95
O: 1.35 -0.59 2.01
I: -0.68 1.92 1.47
H: -1.69 1.26 -3.90
H: -1.85 -2.07 -2.03
H: 0.25 -1.99 -0.51
H: 3.92 -0.75 -0.74
H: 3.36 1.19 -2.35
H: 0.83 -1.32 1.63
C: 2.90 -5.27 1.49
O: 2.29 -5.44 2.75
C: 2.89 -6.40 3.61
C: 3.57 -5.75 4.79
N: 4.75 -5.02 4.37
C: 5.36 -4.17 5.39
C: 4.53 -3.02 5.95
O: 4.27 -1.99 5.02
C: 3.15 -2.21 4.18
H: 2.23 -4.65 0.90
H: 3.87 -4.77 1.56
H: 3.04 -6.23 0.99
H: 3.60 -7.02 3.05
H: 2.09 -7.05 3.98
H: 3.87 -6.53 5.50
H: 2.82 -5.12 5.29
H: 4.52 -4.45 3.57
H: 6.26 -3.73 4.96
H: 5.67 -4.81 6.23
H: 5.11 -2.56 6.76
H: 3.59 -3.37 6.40
H: 2.36 -2.74 4.71
H: 3.41 -2.78 3.28
H: 2.77 -1.24 3.85
C: -1.85 3.09 -2.39
O: -2.64 3.06 -3.56
C: -3.91 2.44 -3.41
C: -5.02 3.46 -3.52
N: -5.03 4.37 -2.38
C: -5.91 5.51 -2.50
C: -5.66 6.51 -3.63
O: -4.48 7.27 -3.49
C: -3.29 6.64 -3.94
H: -0.84 3.37 -2.68
H: -2.21 3.81 -1.65
H: -1.81 2.11 -1.91
H: -3.96 1.90 -2.46
H: -4.02 1.71 -4.22
H: -5.98 2.94 -3.56
H: -4.90 3.98 -4.48
H: -4.08 4.68 -2.20
H: -5.87 6.07 -1.56
H: -6.94 5.14 -2.61
H: -6.48 7.23 -3.62
H: -5.68 6.02 -4.62
H: -3.49 5.99 -4.80
H: -2.81 6.04 -3.17
H: -2.60 7.43 -4.25

HOMO energy = -4.25 eV
Energy = -2588.68074 Eh
Net charge = -1

# 9
A cluster of 11 separate species, C15H23Cl30FO2Si in total, computed with ωB97M-V/def2-TZVPD.

Element x y z (Å)
C: 0.16 3.61 -0.84
Si: -0.30 1.83 -0.50
C: -1.95 1.42 -1.28
C: -3.13 2.15 -0.62
C: -4.40 1.31 -0.64
F: -4.58 0.75 -1.90
C: 0.99 0.72 -1.38
O: 2.25 0.48 -0.76
O: 2.09 0.54 0.66
H: -0.31 4.29 -0.13
H: -0.10 3.92 -1.85
H: 1.24 3.76 -0.73
H: -0.37 1.61 0.96
H: -1.91 1.59 -2.36
H: -2.10 0.34 -1.17
H: -3.35 3.05 -1.20
H: -2.87 2.44 0.40
H: -4.36 0.51 0.10
H: -5.28 1.92 -0.43
H: 1.21 1.21 -2.33
H: 0.50 -0.23 -1.62
H: 2.92 0.96 0.92
C: 3.47 -2.09 -2.76
Cl: 2.55 -1.17 -3.94
Cl: 2.73 -3.67 -2.48
Cl: 5.16 -2.24 -3.26
H: 3.45 -1.54 -1.82
C: 2.09 4.97 3.02
Cl: 2.00 3.53 2.00
Cl: 3.47 5.98 2.57
Cl: 0.58 5.88 2.92
H: 2.22 4.66 4.04
C: -4.66 3.56 3.59
Cl: -5.92 3.41 2.36
Cl: -3.11 2.95 3.00
Cl: -4.51 5.22 4.14
H: -4.94 2.94 4.43
C: 3.83 -6.77 -5.55
Cl: 4.58 -5.34 -4.84
Cl: 3.89 -8.13 -4.43
Cl: 2.16 -6.43 -6.03
H: 4.39 -7.03 -6.43
C: -6.75 0.41 5.34
Cl: -5.11 0.89 5.82
Cl: -7.90 1.70 5.68
Cl: -6.78 -0.03 3.63
H: -7.02 -0.46 5.92
C: 7.29 -6.06 -1.48
Cl: 7.20 -7.58 -2.36
Cl: 8.70 -5.13 -2.00
Cl: 5.82 -5.12 -1.68
H: 7.41 -6.29 -0.43
C: -2.28 -0.31 8.03
Cl: -2.08 -2.05 8.22
Cl: -2.18 0.52 9.58
Cl: -1.07 0.33 6.91
H: -3.26 -0.13 7.61
C: -1.54 4.00 7.47
Cl: -3.28 3.91 7.18
Cl: -0.73 4.87 6.17
Cl: -1.21 4.76 9.03
H: -1.15 3.00 7.50
C: -3.41 2.62 -5.31
Cl: -2.40 1.18 -5.31
Cl: -2.82 3.79 -4.12
Cl: -3.48 3.34 -6.92
H: -4.41 2.33 -5.02
C: 6.61 -8.22 -8.73
Cl: 4.95 -8.10 -9.33
Cl: 6.75 -7.44 -7.16
Cl: 7.13 -9.90 -8.66
H: 7.25 -7.70 -9.42

HOMO energy = -9.68 eV
Energy = -14930.79823 Eh

# 10
A structure of composition C12H28N2O16S2V at a distorted geometry, computed with ωB97M-V/def2-TZVPD.

Element x y z (Å)
O: -0.59 -0.16 -0.08
V: -0.71 -1.69 0.39
O: 0.53 -2.50 -0.17
C: -4.46 -2.47 -1.19
C: -3.17 -2.16 -0.47
O: -2.08 -2.55 -0.98
O: -3.19 -1.62 0.65
H: -4.60 -1.72 -1.97
H: -5.29 -2.47 -0.48
H: -4.42 -3.42 -1.73
C: -0.30 -2.66 4.41
C: -0.50 -2.41 2.94
O: -0.60 -3.35 2.14
O: -0.58 -1.20 2.53
H: -0.75 -1.87 5.00
H: 0.77 -2.71 4.63
H: -0.73 -3.62 4.70
O: 0.44 -2.83 -4.37
S: -0.70 -1.97 -4.50
O: -2.01 -2.43 -4.23
O: -0.45 -0.71 -3.62
C: 0.91 -0.29 -3.37
C: 0.84 0.95 -2.53
C: -0.71 -1.29 -6.12
H: 1.41 -0.09 -4.33
H: 1.45 -1.08 -2.85
H: 0.14 1.69 -2.90
H: 1.83 1.42 -2.44
H: 0.55 0.68 -1.51
H: -0.45 -2.08 -6.82
H: 0.05 -0.51 -6.17
H: -1.70 -0.90 -6.30
O: 2.70 2.23 1.35
S: 2.79 0.83 1.52
O: 2.22 -0.08 0.60
O: 4.33 0.46 1.61
C: 5.29 1.52 1.83
C: 5.18 2.16 3.19
C: 2.22 0.37 3.11
H: 5.16 2.26 1.04
H: 6.24 1.01 1.73
H: 5.16 1.38 3.96
H: 4.27 2.75 3.27
H: 6.06 2.78 3.38
H: 2.40 -0.70 3.21
H: 1.14 0.53 3.08
H: 2.68 1.00 3.86
C: -2.91 1.00 -2.14
N: -2.44 2.39 -1.92
O: -2.08 2.73 -0.81
O: -2.39 3.11 -2.90
H: -3.97 1.11 -2.35
H: -2.80 0.42 -1.23
H: -2.35 0.55 -2.95
C: -1.34 2.49 2.12
N: -1.52 2.74 3.57
O: -2.59 2.45 4.07
O: -0.59 3.24 4.18
H: -2.30 2.27 1.68
H: -0.63 1.68 1.96
H: -0.84 3.36 1.69

HOMO energy = -6.51 eV
Energy = -3527.77467 Eh
Net charge = -1

# 11
An isolated molecule of C5H5BrClNO2S at a distorted geometry, computed with ωB97M-V/def2-TZVPD.

Element x y z (Å)
C: -0.29 1.97 1.39
C: 1.07 2.09 1.01
C: -0.68 0.74 0.94
C: 1.49 0.94 0.48
C: -0.99 -1.55 -1.56
N: 0.33 0.01 0.35
O: 1.58 -1.76 -0.72
O: -0.37 -2.46 0.77
S: 0.23 -1.63 -0.25
Cl: -2.27 0.09 1.08
Br: 3.22 0.61 -0.34
H: -0.97 2.76 1.62
H: 1.47 3.03 0.82
H: -0.93 -2.46 -2.16
H: -2.01 -1.65 -1.18
H: -0.87 -0.74 -2.27

HOMO energy = -8.60 eV
Energy = -3831.08403 Eh